[1]
{"formula": "C4H6NO2S", "method": "ωB97M-V/def2-TZVPD", "elements": ["C", "C", "C", "C", "N", "O", "O", "S", "H", "H", "H", "H", "H", "H"], "coordinates": [[1.499, 1.767, 0.205], [0.306, 1.210, 0.194], [1.472, -0.609, -0.096], [-0.962, -1.033, 0.007], [0.233, -0.168, 0.091], [-0.853, 1.782, 0.052], [1.549, -1.927, -0.182], [2.696, 0.551, -0.073], [1.627, 2.828, 0.082], [-1.442, -1.083, -0.975], [-0.595, -2.071, 0.067], [-1.666, -0.715, 0.852], [-0.852, 2.793, 0.210], [2.321, -2.307, -0.740]], "nbo_charge": [-0.529, 0.491, 0.398, -0.442, -0.334, -0.634, -0.636, 0.566, 0.278, 0.250, 0.259, 0.260, 0.529, 0.545], "largest_force_ev_per_a": 3.682, "total_energy_ev": -20658.053, "orbital_gap_ev": 9.7, "charge": 1, "spin_multiplicity": 1, "lumo_energy_ev": -3.8, "de_lowest_kcal_mol": 0.0}


[2]
{"formula": "C60H160O20", "method": "ωB97M-V/def2-TZVPD", "elements": ["C", "C", "C", "O", "H", "H", "H", "H", "H", "H", "H", "H", "C", "C", "C", "O", "H", "H", "H", "H", "H", "H", "H", "H", "C", "C", "C", "O", "H", "H", "H", "H", "H", "H", "H", "H", "C", "C", "C", "O", "H", "H", "H", "H", "H", "H", "H", "H", "C", "C", "C", "O", "H", "H", "H", "H", "H", "H", "H", "H", "C", "C", "C", "O", "H", "H", "H", "H", "H", "H", "H", "H", "C", "C", "C", "O", "H", "H", "H", "H", "H", "H", "H", "H", "C", "C", "C", "O", "H", "H", "H", "H", "H", "H", "H", "H", "C", "C", "C", "O", "H", "H", "H", "H", "H", "H", "H", "H", "C", "C", "C", "O", "H", "H", "H", "H", "H", "H", "H", "H", "C", "C", "C", "O", "H", "H", "H", "H", "H", "H", "H", "H", "C", "C", "C", "O", "H", "H", "H", "H", "H", "H", "H", "H", "C", "C", "C", "O", "H", "H", "H", "H", "H", "H", "H", "H", "C", "C", "C", "O", "H", "H", "H", "H", "H", "H", "H", "H", "C", "C", "C", "O", "H", "H", "H", "H", "H", "H", "H", "H", "C", "C", "C", "O", "H", "H", "H", "H", "H", "H", "H", "H", "C", "C", "C", "O", "H", "H", "H", "H", "H", "H", "H", "H", "C", "C", "C", "O", "H", "H", "H", "H", "H", "H", "H", "H", "C", "C", "C", "O", "H", "H", "H", "H", "H", "H", "H", "H", "C", "C", "C", "O", "H", "H", "H", "H", "H", "H", "H", "H"], "coordinates": [[3.485, 1.735, 3.213], [2.432, 2.588, 3.891], [2.706, 4.073, 3.861], [1.179, 2.286, 3.237], [3.537, 1.903, 2.142], [3.358, 0.670, 3.410], [4.504, 1.988, 3.597], [2.357, 2.292, 4.932], [1.865, 4.680, 4.190], [3.041, 4.279, 2.834], [3.575, 4.347, 4.447], [0.939, 1.531, 3.796], [-3.608, -4.332, -0.397], [-4.050, -2.881, -0.778], [-4.179, -2.107, 0.543], [-3.079, -2.310, -1.594], [-3.592, -5.012, -1.271], [-4.292, -4.755, 0.342], [-2.600, -4.322, -0.040], [-5.020, -2.880, -1.297], [-4.950, -2.568, 1.180], [-4.498, -1.055, 0.402], [-3.258, -2.073, 1.088], [-2.960, -2.778, -2.448], [-1.583, 4.178, 0.670], [-0.219, 4.742, 0.877], [-0.034, 5.521, 2.191], [0.659, 3.600, 0.930], [-2.377, 4.964, 0.740], [-1.830, 3.655, 1.611], [-1.787, 3.526, -0.213], [0.195, 5.338, 0.081], [0.974, 5.901, 2.291], [-0.205, 4.888, 3.033], [-0.784, 6.328, 2.261], [0.744, 3.121, 1.793], [3.056, -4.017, -3.420], [3.945, -3.016, -2.585], [3.432, -1.571, -2.827], [3.987, -3.340, -1.200], [1.992, -3.847, -3.225], [3.239, -5.042, -3.130], [3.281, -3.845, -4.464], [5.012, -3.181, -2.816], [3.430, -1.277, -3.871], [4.048, -0.842, -2.315], [2.431, -1.386, -2.431], [3.062, -3.290, -0.831], [-3.351, 1.360, -3.411], [-4.612, 0.593, -3.676], [-4.668, -0.274, -4.878], [-4.901, -0.229, -2.541], [-3.041, 2.014, -4.250], [-2.440, 0.778, -3.113], [-3.419, 2.013, -2.540], [-5.404, 1.319, -3.649], [-5.664, -0.727, -4.995], [-3.906, -1.050, -4.874], [-4.405, 0.352, -5.735], [-4.089, -0.768, -2.384], [0.551, 2.767, -3.550], [0.704, 3.980, -4.481], [2.173, 4.366, -4.696], [0.142, 3.754, -5.766], [0.982, 3.101, -2.606], [1.074, 1.864, -3.874], [-0.490, 2.554, -3.357], [0.224, 4.873, -4.050], [2.751, 3.623, -5.252], [2.628, 4.529, -3.726], [2.159, 5.327, -5.220], [0.347, 4.553, -6.290], [3.089, -2.831, 2.875], [4.457, -3.136, 3.575], [4.836, -4.540, 3.049], [5.369, -2.101, 3.277], [2.722, -1.834, 3.099], [2.314, -3.475, 3.248], [3.178, -2.942, 1.813], [4.345, -3.151, 4.670], [5.748, -4.906, 3.512], [4.990, -4.627, 1.974], [4.071, -5.282, 3.252], [5.521, -2.131, 2.323], [-3.651, 2.501, 4.564], [-3.923, 1.304, 5.418], [-3.217, 1.335, 6.804], [-5.351, 1.159, 5.585], [-2.558, 2.662, 4.412], [-3.969, 3.342, 5.206], [-4.073, 2.452, 3.562], [-3.518, 0.444, 4.926], [-3.594, 2.138, 7.440], [-2.154, 1.572, 6.612], [-3.327, 0.442, 7.391], [-5.804, 1.460, 4.785], [-1.778, -5.362, 2.926], [-2.677, -6.392, 3.539], [-4.173, -6.121, 3.492], [-2.455, -7.629, 2.785], [-1.997, -5.328, 1.829], [-0.705, -5.537, 3.075], [-2.001, -4.375, 3.296], [-2.388, -6.587, 4.572], [-4.772, -6.948, 3.906], [-4.467, -5.992, 2.467], [-4.411, -5.217, 4.041], [-1.503, -7.677, 2.672], [-6.447, -0.439, 2.917], [-7.539, 0.571, 3.050], [-8.498, 0.319, 4.181], [-6.853, 1.822, 3.275], [-6.935, -1.415, 2.757], [-5.965, -0.627, 3.867], [-5.686, -0.177, 2.151], [-8.127, 0.656, 2.120], [-8.982, -0.655, 4.057], [-9.305, 1.030, 4.293], [-7.936, 0.261, 5.089], [-7.528, 2.500, 3.325], [0.272, -0.303, -8.479], [-0.051, 0.968, -7.697], [-1.466, 0.987, -7.160], [0.861, 1.189, -6.621], [0.232, -1.150, -7.785], [1.327, -0.325, -8.817], [-0.502, -0.397, -9.254], [0.008, 1.740, -8.499], [-2.172, 0.528, -7.881], [-1.750, 2.014, -6.906], [-1.477, 0.375, -6.258], [0.755, 2.097, -6.268], [7.131, -0.046, 0.795], [6.260, -0.817, -0.184], [6.933, -1.080, -1.452], [5.902, -2.051, 0.457], [7.255, 0.946, 0.320], [8.107, -0.559, 0.841], [6.665, 0.088, 1.794], [5.331, -0.224, -0.361], [6.292, -1.436, -2.282], [7.717, -1.817, -1.302], [7.459, -0.156, -1.775], [5.243, -2.570, -0.078], [-0.841, 0.246, 0.960], [-0.413, 0.166, -0.453], [0.998, 0.654, -0.639], [-0.468, -1.163, -0.970], [-1.907, 0.126, 1.148], [-0.548, 1.223, 1.365], [-0.388, -0.503, 1.571], [-1.044, 0.850, -1.069], [1.777, 0.138, -0.057], [1.000, 1.700, -0.269], [1.337, 0.692, -1.680], [-1.313, -1.619, -0.853], [4.381, 1.499, -7.570], [4.448, 0.458, -6.461], [4.451, 1.114, -5.070], [3.411, -0.421, -6.605], [3.384, 1.938, -7.652], [4.615, 1.146, -8.545], [5.082, 2.286, -7.351], [5.423, 0.003, -6.534], [3.428, 1.466, -4.865], [4.974, 2.077, -5.128], [4.823, 0.611, -4.176], [2.586, 0.137, -6.634], [0.065, -5.001, -1.102], [0.690, -4.316, 0.160], [1.667, -5.268, 0.774], [1.387, -3.146, -0.317], [-0.417, -5.960, -0.863], [0.895, -5.116, -1.830], [-0.692, -4.321, -1.542], [-0.120, -4.080, 0.857], [2.121, -4.897, 1.683], [2.466, -5.451, 0.016], [1.198, -6.210, 0.954], [0.673, -2.469, -0.554], [-0.347, 3.953, 6.180], [0.766, 3.618, 7.128], [0.731, 4.526, 8.381], [0.639, 2.296, 7.596], [-0.349, 5.043, 6.032], [-1.344, 3.721, 6.560], [-0.178, 3.548, 5.152], [1.741, 3.711, 6.596], [0.681, 5.588, 8.094], [1.525, 4.328, 9.108], [-0.129, 4.286, 8.977], [1.085, 2.174, 8.444], [7.161, 2.672, -2.741], [5.930, 3.498, -2.400], [4.958, 2.683, -1.460], [6.281, 4.755, -1.908], [6.894, 1.839, -3.357], [7.587, 2.341, -1.816], [7.940, 3.180, -3.336], [5.371, 3.654, -3.314], [4.007, 3.155, -1.327], [5.317, 2.493, -0.457], [4.792, 1.704, -1.891], [6.931, 4.593, -1.204], [-4.983, 2.436, 0.144], [-6.409, 2.145, -0.070], [-7.238, 3.456, -0.146], [-6.616, 1.488, -1.327], [-4.806, 3.097, 0.969], [-4.605, 2.957, -0.744], [-4.397, 1.514, 0.344], [-6.771, 1.591, 0.806], [-8.276, 3.222, -0.362], [-6.807, 4.041, -0.972], [-7.162, 3.998, 0.795], [-5.919, 0.838, -1.519], [-0.330, -1.891, -4.160], [-1.215, -2.811, -4.997], [-0.550, -4.053, -5.479], [-2.351, -3.267, -4.199], [-0.875, -0.979, -3.944], [0.573, -1.656, -4.694], [0.109, -2.401, -3.308], [-1.651, -2.227, -5.816], [0.328, -3.816, -6.095], [-1.129, -4.716, -6.119], [-0.200, -4.710, -4.661], [-2.695, -4.018, -4.685], [-0.615, -1.586, 4.482], [-0.061, -0.756, 5.634], [1.340, -1.134, 6.068], [-0.009, 0.619, 5.132], [0.170, -1.528, 3.700], [-1.598, -1.358, 4.039], [-0.634, -2.658, 4.743], [-0.771, -0.778, 6.477], [1.992, -1.075, 5.202], [1.369, -2.132, 6.513], [1.734, -0.577, 6.928], [0.329, 1.167, 5.865]], "lowdin_charge": [-0.033, -0.467, -0.051, -0.091, 0.078, 0.067, 0.097, 0.117, 0.062, 0.092, 0.081, 0.056, -0.036, -0.456, -0.040, -0.085, 0.089, 0.070, 0.036, 0.144, 0.084, 0.066, 0.064, 0.078, -0.068, -0.461, -0.047, -0.120, 0.088, 0.079, 0.085, 0.127, 0.072, 0.045, 0.088, 0.043, -0.033, -0.418, -0.032, -0.102, 0.041, 0.072, 0.075, 0.132, 0.062, 0.046, 0.065, 0.062, -0.045, -0.484, -0.037, -0.088, 0.087, 0.075, 0.062, 0.132, 0.097, 0.066, 0.079, 0.078, -0.028, -0.460, -0.042, -0.074, 0.079, 0.075, 0.064, 0.140, 0.069, 0.077, 0.083, 0.116, -0.061, -0.443, -0.058, -0.058, 0.051, 0.061, 0.055, 0.135, 0.071, 0.076, 0.068, 0.038, -0.052, -0.470, -0.039, -0.072, 0.077, 0.098, 0.068, 0.109, 0.078, 0.053, 0.067, 0.023, -0.065, -0.468, -0.045, -0.067, 0.077, 0.084, 0.065, 0.130, 0.090, 0.058, 0.078, 0.069, -0.049, -0.488, -0.045, -0.078, 0.095, 0.076, 0.079, 0.137, 0.090, 0.081, 0.073, 0.102, -0.048, -0.497, -0.058, -0.082, 0.071, 0.086, 0.087, 0.141, 0.089, 0.075, 0.064, 0.053, -0.039, -0.516, -0.060, -0.088, 0.065, 0.095, 0.088, 0.129, 0.072, 0.093, 0.080, 0.074, -0.034, -0.463, -0.045, -0.076, 0.074, 0.073, 0.067, 0.136, 0.094, 0.068, 0.063, 0.068, -0.046, -0.513, -0.048, -0.053, 0.075, 0.068, 0.071, 0.132, 0.068, 0.065, 0.055, 0.069, -0.039, -0.450, -0.052, -0.100, 0.084, 0.071, 0.063, 0.119, 0.042, 0.105, 0.071, 0.083, -0.055, -0.486, -0.046, -0.062, 0.090, 0.079, 0.072, 0.129, 0.087, 0.078, 0.074, 0.101, -0.056, -0.484, -0.024, -0.035, 0.052, 0.059, 0.093, 0.111, 0.061, 0.063, 0.051, 0.099, -0.073, -0.495, -0.040, -0.055, 0.067, 0.082, 0.084, 0.094, 0.073, 0.085, 0.070, 0.035, -0.024, -0.445, -0.062, -0.083, 0.070, 0.075, 0.061, 0.126, 0.090, 0.080, 0.091, 0.086, -0.048, -0.438, -0.042, -0.099, 0.070, 0.079, 0.077, 0.135, 0.067, 0.085, 0.082, 0.050], "largest_force_ev_per_a": 2.598, "total_energy_ev": -105764.922, "orbital_gap_ev": 9.8, "spin_multiplicity": 1, "lumo_energy_ev": 0.5, "de_lowest_kcal_mol": 11.5}


[3]
{"formula": "C2H14N2O3", "method": "ωB97M-V/def2-TZVPD", "elements": ["C", "N", "C", "N", "H", "H", "H", "H", "H", "H", "H", "H", "O", "H", "H", "O", "H", "H", "O", "H", "H"], "coordinates": [[0.277, 0.502, 1.232], [0.971, 1.740, 0.907], [0.199, 2.631, 0.052], [0.115, 2.189, -1.324], [0.721, 0.026, 2.111], [-0.770, 0.665, 1.510], [0.347, -0.240, 0.439], [1.255, 2.213, 1.755], [0.721, 3.586, 0.036], [-0.820, 2.784, 0.410], [1.054, 1.940, -1.620], [-0.462, 1.358, -1.430], [1.610, -1.597, -1.490], [1.216, -0.890, -2.023], [2.439, -1.237, -1.160], [-2.498, -1.229, 0.862], [-1.751, -1.761, 0.529], [-3.198, -1.888, 0.961], [-0.466, -2.973, -0.128], [0.033, -3.727, 0.225], [0.202, -2.452, -0.614]], "nbo_charge": [-0.434, -0.653, -0.054, -0.831, 0.201, 0.191, 0.183, 0.359, 0.179, 0.159, 0.345, 0.352, -0.956, 0.484, 0.490, -0.972, 0.495, 0.463, -0.983, 0.479, 0.502], "largest_force_ev_per_a": 0.727, "total_energy_ev": -11423.719, "orbital_gap_ev": 9.4, "spin_multiplicity": 1, "lumo_energy_ev": 0.4, "de_lowest_kcal_mol": 16.3, "smiles": "CNCN.O.O.O"}